(1)
# CH2ClNO

A 2-piece molecular cluster, CH2ClNO overall in a non-equilibrium geometry (ωB97M-V/def2-TZVPD, the OMol25 dataset).

Output
- Highest occupied orbital energy: -0.4198 Ha
- Electronic energy: -629.50072 Ha
- HOMO-LUMO gap: 0.4417 Eh
- SMILES: N=C=O.Cl
- LUMO energy: 0.60 eV
- F_max: 0.020 Eh/bohr
- Relative energy (zero: lowest compared OMol25 entry of this formula, charge and spin): 0.0 kJ/mol

Cartesian coordinates (Å):
Cl 2.2162 -1.4544 -2.3491
O -0.0235 0.6369 -0.2648
N -1.3949 0.6354 1.6309
C -0.6859 0.5369 0.6797
H -1.6091 0.0629 2.4197
H 1.4972 -0.4178 -2.1163

So, what does the Löwdin scheme give us? The charges, in e, come out as: 0.270 0.142 0.198 -0.418 0.083 -0.275

(2)
# CH2ClNOP2

CH2ClNOP2 as an isolated structure in a non-equilibrium geometry (ωB97M-V/def2-TZVPD, the OMol25 dataset).

Output
- Highest occupied orbital energy: -0.3320 Ha
- Electronic energy: -1312.12808 Ha
- HOMO-LUMO gap: 0.3085 Eh
- LUMO energy: -0.64 eV
- F_max: 0.065 Eh/bohr
- Relative energy (zero: lowest compared OMol25 entry of this formula, charge and spin): 116.0 kJ/mol

Cartesian coordinates (Å):
Cl -3.2183 -0.7780 0.4404
P -0.0481 -0.9477 -0.7392
P 1.1717 0.6718 0.1181
O -1.9199 1.4382 0.0715
N 2.5795 0.2092 -0.3433
C -1.9252 0.2621 0.0207
H 3.3657 0.7842 -0.0553
H -0.0055 -1.6399 0.4870

So, what does the Löwdin scheme give us? The charges, in e, come out as: 0.619 0.575 0.517 -0.064 -0.421 -1.011 -0.049 -0.166

(3)
# CH2ClNOS2

CH2ClNOS2 as an isolated structure in a non-equilibrium geometry (ωB97M-V/def2-TZVPD, the OMol25 dataset).

Output
- Highest occupied orbital energy: -0.3501 Ha
- Electronic energy: -1425.77723 Ha
- HOMO-LUMO gap: 0.3105 Eh
- LUMO energy: -1.08 eV
- F_max: 0.053 Eh/bohr
- Relative energy (zero: lowest compared OMol25 entry of this formula, charge and spin): 134.6 kJ/mol

Cartesian coordinates (Å):
Cl -2.5293 0.1667 0.2060
S 0.1046 1.7782 -0.1423
S 2.1031 -0.3115 -0.2719
O -0.6755 -2.0210 -0.6362
N 0.4093 0.0651 -0.0496
C -0.3718 -0.9534 -0.2582
H 2.2858 -0.0722 1.0486
H -1.3261 1.3481 0.1035

So, what does the Löwdin scheme give us? The charges, in e, come out as: 0.130 0.625 0.802 0.170 -0.862 -0.498 -0.093 -0.273

(4)
# CH2ClOP

A 2-piece molecular cluster, CH2ClOP overall in a non-equilibrium geometry (ωB97M-V/def2-TZVPD, the OMol25 dataset).

Output
- Highest occupied orbital energy (alpha / beta): -0.3441 / -0.3347 Ha
- Electronic energy: -915.97721 Ha
- HOMO-LUMO gap (alpha / beta): 0.2874 / 0.2734 Eh
- LUMO energy (alpha / beta): -1.54 / -1.67 eV
- F_max: 0.089 Eh/bohr
- Relative energy (zero: lowest compared OMol25 entry of this formula, charge and spin): 248.0 kJ/mol

Cartesian coordinates (Å):
Cl -1.7528 -0.8307 1.1652
P 0.8029 1.4476 -0.4937
O 0.6422 -1.7967 0.9274
C -0.0378 -0.9029 0.6671
H -0.6434 1.4033 -0.7629
H 0.9889 0.6793 -1.5031

So, what does the Löwdin scheme give us? The charges, in e, come out as: 0.523 0.721 0.003 -0.776 -0.169 -0.303

(5)
# CH2ClOPS

A single CH2ClOPS molecule in a non-equilibrium geometry (ωB97M-V/def2-TZVPD, the OMol25 dataset).

Output
- Spin multiplicity: 3
- Highest occupied orbital energy (alpha / beta): -0.2410 / -0.3916 Ha
- Electronic energy: -1314.15778 Ha
- HOMO-LUMO gap (alpha / beta): 0.2486 / 0.2449 Eh
- LUMO energy (alpha / beta): 0.21 / -3.99 eV
- <S²>: 2.0067
- F_max: 0.094 Eh/bohr
- Relative energy (zero: lowest compared OMol25 entry of this formula, charge and spin): 0.0 kJ/mol

Cartesian coordinates (Å):
Cl -1.6395 1.1550 0.7467
S 1.7629 -1.6851 0.7525
P 0.9463 -0.0372 0.2146
O 1.5794 1.2519 0.3291
C -0.8423 0.0228 -0.3192
H -0.6227 0.3979 -1.3673
H -1.1842 -1.1053 -0.3566

So, what does the Löwdin scheme give us? The charges, in e, come out as: 0.536 0.446 0.106 -0.425 -0.801 0.054 0.084

(6)
# CH2CrLiO3

CH2CrLiO3 as an isolated structure in a non-equilibrium geometry (ωB97M-V/def2-TZVPD, the OMol25 dataset).

Output
- Spin multiplicity: 5
- Highest occupied orbital energy (alpha / beta): -0.5116 / -0.5435 Ha
- Electronic energy: -1316.79905 Ha
- HOMO-LUMO gap (alpha / beta): 0.3327 / 0.3602 Eh
- LUMO energy (alpha / beta): -4.87 / -4.99 eV
- Charge: +1
- <S²>: 6.0191
- F_max: 0.092 Eh/bohr

Cartesian coordinates (Å):
Cr 1.1475 0.5130 -1.3976
O -0.5439 -0.0567 -0.7822
O -1.7607 -0.3770 1.0162
O 1.9876 0.2366 0.2397
C -0.8718 0.2399 0.4374
Li -1.9817 -1.5702 -0.5988
H 2.5836 -0.4390 0.5639
H -0.5605 1.4534 0.5216

So, what does the Löwdin scheme give us? The charges, in e, come out as: 1.126 -0.322 -0.010 -0.377 -0.493 0.865 0.004 0.208

What did the first record say?
# CH2ClNO

A 2-piece molecular cluster, CH2ClNO overall in a non-equilibrium geometry (ωB97M-V/def2-TZVPD, the OMol25 dataset).

Output
- Highest occupied orbital energy: -0.4198 Ha
- Electronic energy: -629.50072 Ha
- HOMO-LUMO gap: 0.4417 Eh
- SMILES: N=C=O.Cl
- LUMO energy: 0.60 eV
- F_max: 0.020 Eh/bohr
- Relative energy (zero: lowest compared OMol25 entry of this formula, charge and spin): 0.0 kJ/mol

Cartesian coordinates (Å):
Cl 2.2162 -1.4544 -2.3491
O -0.0235 0.6369 -0.2648
N -1.3949 0.6354 1.6309
C -0.6859 0.5369 0.6797
H -1.6091 0.0629 2.4197
H 1.4972 -0.4178 -2.1163

So, what does the Löwdin scheme give us? The charges, in e, come out as: 0.270 0.142 0.198 -0.418 0.083 -0.275